[1]
DFT (ωB97M-V/def2-TZVPD) results for the molecule C16H21N3O3S2 in a non-equilibrium geometry.

The calculation puts the energy relative to the best compared isomer or geometry (same formula, charge and spin) at 72.4 kJ/mol. The SMILES is Cc1nc2ccc(S(=O)(=O)NCC(=O)N3CCC[C@H](C)C3)cc2s1. Its LUMO energy is 0.015 Eh. The HOMO-LUMO gap comes out at 9.43 eV. The total energy comes out at -49217.2585 eV. The value obtained for the maximum force is 1.15 eV Å⁻¹. For the HOMO energy, the calculation gives -9.04 eV.

Geometry (Å):
H -3.98172 1.20709 -0.68425
C -1.22840 -3.09743 -0.85105
N -3.77358 -0.84468 -0.45928
O -1.49127 -0.22708 -1.68722
H 5.00681 -2.79041 -0.72482
C 0.07723 -3.32910 -1.22563
H -2.05399 -3.52517 -1.39631
C 0.78886 -1.97082 0.66065
H -0.79326 -1.13518 1.88414
H 2.78724 1.06606 -1.13291
H 0.95161 0.82211 0.51231
C -1.50811 -2.30140 0.25130
C -1.58322 2.83431 0.21036
H 3.23860 1.77432 0.42036
H -3.19480 0.62510 0.81189
N 2.43721 -2.88261 -0.71800
H 0.29176 2.83905 -1.67999
H 5.03367 -2.63066 1.04453
C -0.52420 -1.73095 1.02649
C -1.90156 0.65148 -0.94381
N -1.20995 1.77767 -0.70240
H 0.33810 1.06735 -1.86724
C 1.11812 1.78922 0.02885
H -3.62771 -1.18287 -1.40156
H -1.43844 3.78945 -0.30905
C -3.26566 0.48978 -0.26893
C 1.10104 -2.75777 -0.47410
S -3.22140 -1.96779 0.65193
H -0.85691 1.85380 1.98163
H 2.76455 2.81831 -0.92207
O -3.27514 -1.32534 1.93511
C -0.68734 2.79239 1.45023
C 2.56860 1.86753 -0.43102
H -2.63225 2.75208 0.48605
H 1.42176 2.80412 1.91037
H 0.96324 3.86747 0.57719
C 4.63502 -2.21670 0.11949
O -3.98014 -3.16069 0.43612
C 3.15794 -2.26560 0.13212
H 4.97701 -1.18577 0.03876
H 0.32544 -3.93252 -2.08325
C 0.77843 2.89161 1.03339
H -0.95040 3.61385 2.11767
C 0.16112 1.88217 -1.16362
S 2.25611 -1.41582 1.40556

Forces on atoms 1 to 3 (eV/Å):
0.1 0.0 0.1
0.1 -0.2 -0.1
0.1 -0.6 0.6

Results of the Löwdin charge analysis, in e, for atoms 1 through 8: 0.136 -0.058 -0.111 0.053 0.085 0.016 0.119 -0.454

[2]
DFT (ωB97M-V/def2-TZVPD) results for the molecule C16H21NO6S in a non-equilibrium geometry.

The calculation puts the energy relative to the best compared isomer or geometry (same formula, charge and spin) at 97.8 kJ/mol. The SMILES is CCN(CC)S(=O)(=O)c1cccc(C(=O)O[C@H]2C[C@@H](C)OC2=O)c1. Its LUMO energy is 0.002 Eh. The HOMO-LUMO gap comes out at 9.53 eV. The total energy comes out at -41543.3580 eV. The value obtained for the maximum force is 1.10 eV Å⁻¹. For the HOMO energy, the calculation gives -9.47 eV.

Geometry (Å):
H 6.13270 -1.43826 -0.08668
H -5.30289 -2.16510 1.14067
C -5.93132 -0.07788 1.17763
H 3.33306 -1.09932 -2.39790
C 4.99992 0.24725 -2.07167
H 4.01736 -2.65327 -0.70825
H -6.85140 -0.42339 1.65804
C -0.06051 2.72249 -0.44100
H 0.68663 -0.95547 0.45475
C 1.47765 1.01591 0.22826
H 5.72482 -0.56195 -2.08536
O -3.10768 -0.03508 -0.18356
O -1.67623 -1.76609 -0.16961
H -4.13365 -1.08262 1.92152
O -5.35699 -0.02050 -2.21011
C 4.02236 -1.93102 0.11245
O 3.03432 -0.09662 2.02628
C 0.47438 0.07125 0.20279
H -3.89101 -1.85115 -0.75435
C -4.85433 -1.17285 1.11193
C -0.81791 0.45739 -0.14447
C -1.08054 1.78776 -0.46808
H 5.77249 -2.69601 1.10032
S 3.12710 0.49749 0.72665
C -5.32750 -0.20480 -1.03199
C -1.87877 -0.58003 -0.17026
H 2.04235 3.04115 -0.05286
C -5.43102 1.19786 1.84490
C 1.22481 2.33784 -0.08750
H -0.26539 3.75119 -0.69520
O 4.00825 1.62032 0.55627
O -6.26845 0.19939 -0.18577
N 3.41293 -0.71029 -0.37342
H 5.40476 -1.00402 1.46300
H -5.26339 1.02106 2.90353
C -4.21224 -0.93420 -0.25042
C 5.42923 -1.75468 0.67757
H 4.98782 0.71262 -3.05430
H 2.87692 0.53457 -1.88736
H -6.16882 1.98746 1.73050
H 5.29718 0.98650 -1.33306
H 3.37091 -2.29860 0.90939
H -2.08111 2.07692 -0.74993
H -4.49969 1.51670 1.38216
C 3.60289 -0.26993 -1.73552

Forces on atoms 1 to 3 (eV/Å):
0.1 0.0 0.0
0.0 0.0 0.0
0.2 0.0 0.7

Results of the Löwdin charge analysis, in e, for atoms 1 through 8: 0.061 0.131 -0.321 0.125 -0.074 0.125 0.151 -0.044

[3]
DFT (ωB97M-V/def2-TZVPD) results for a structure of composition C16H22AsBF4O8PS2Tl in a non-equilibrium geometry.

The calculation puts the energy relative to the best compared isomer or geometry (same formula, charge and spin) at 7.7 kJ/mol. Its LUMO energy is 0.148 Eh. The HOMO-LUMO gap comes out at 8.33 eV. The total energy comes out at -141377.7217 eV. The value obtained for the maximum force is 2.39 eV Å⁻¹. As for the total charge: -2. For the HOMO energy, the calculation gives -4.30 eV.

Geometry (Å):
C -2.08453 -0.37813 3.04941
F -3.55269 -5.79350 -3.16452
C 0.29664 -2.08425 -2.29003
P 1.04673 -3.32724 -1.29046
H -0.85294 -4.68708 -1.39139
H 0.69495 -1.60236 1.66418
H 1.66364 5.65796 2.19564
H -3.03849 -0.67070 3.45312
H 4.05130 -0.19375 2.00384
F -5.11936 -4.89227 -1.68665
H 2.82853 -1.09493 2.87217
C 1.31908 5.05699 1.34384
C -0.46871 1.38760 2.85091
O 1.50735 2.54520 -3.01662
As -2.40458 3.95014 0.02374
H 0.34386 -2.30573 -3.35243
F -3.03042 -3.87220 -1.97677
H 3.26298 -2.64561 -1.76989
H -1.42312 -2.30769 2.28649
C 0.57885 3.52766 -0.84421
H -0.76229 -2.05537 -2.05429
C -0.01659 4.83298 1.04009
H 0.11588 -4.89225 -2.83774
H -2.36869 1.63058 3.74566
H 0.68998 -1.13252 -2.09940
F -3.27718 -5.88564 -0.85882
C 2.72837 -3.54884 -1.84948
H 2.75605 -1.09076 1.06945
S 2.11340 1.04572 2.02690
H -2.26266 4.11876 -2.17463
C 0.07166 -0.87221 2.11751
H 3.20810 -4.29514 -1.22027
H 2.72910 -3.81372 -2.93527
C -1.71264 0.95303 3.23564
C 1.93503 3.75843 -0.57093
O -2.96302 4.42618 -1.57026
H -0.08098 2.40347 2.95680
O -2.88510 2.32770 0.24800
C -1.21011 -1.28679 2.51954
H 3.36056 4.64695 0.78384
H 0.58338 -5.73883 -1.32491
B -3.76643 -5.08750 -1.90445
S 0.27325 2.57899 -2.27689
O 2.52722 1.78323 3.27790
O -0.86954 3.26320 -2.93136
C 3.06439 -0.56570 1.97805
O -0.06550 1.25620 -1.72441
Tl -2.07788 0.24914 -0.47488
C 2.30139 4.46529 0.55719
H 2.71901 3.32744 -1.21356
O 1.05310 -3.05410 0.17986
C 0.17611 -4.82638 -1.74312
O -2.97010 5.02333 1.08587
C -0.39457 4.04301 -0.01857
C 0.44124 0.41724 2.39559
H -0.78304 5.32479 1.60499

Forces on atoms 1 to 3 (eV/Å):
-0.3 0.3 0.9
-0.2 0.5 0.8
-0.9 -0.8 -0.6

Results of the Löwdin charge analysis, in e, for atoms 1 through 8: -0.113 0.007 -0.174 0.510 0.046 0.049 0.103 0.103

[4]
DFT (ωB97M-V/def2-TZVPD) results for a structure of composition C16H22AuNO4 in a non-equilibrium geometry.

Its LUMO energy is -0.380 Eh. The HOMO-LUMO gap comes out at 6.22 eV. The total energy comes out at -30301.1003 eV. The value obtained for the maximum force is 1.72 eV Å⁻¹. As for the total charge: +2. For the HOMO energy, the calculation gives -16.57 eV.

Geometry (Å):
H -0.53577 2.33987 -1.12665
H 0.37574 -3.09662 1.82939
Au -0.45338 -0.66446 1.10588
H 2.25820 0.10514 -0.65501
O -2.28885 0.54984 0.02934
C 0.28582 -2.70929 -2.71467
C 1.61463 0.97916 -0.76992
H 1.94977 1.57834 -1.62120
C -0.22940 -2.80747 0.97943
H 2.42845 -2.73493 0.52084
O 1.33642 0.93126 1.58799
O 0.32482 0.44463 -1.01484
H -2.97143 2.12681 2.88980
C -2.72531 1.67636 0.78015
C -0.33013 -2.82964 -1.49677
N 2.79261 -1.98898 -4.99816
H -3.19522 0.41373 2.46396
C 1.04683 1.52375 2.84445
C -0.39497 2.04357 2.91164
H -0.60396 2.41452 3.92372
C 1.83757 -2.71132 -0.38249
C 1.67327 1.80388 0.51995
H -2.77614 1.41999 -1.78418
H -2.08325 -0.22999 -1.80670
H -1.40023 -2.96819 -1.44686
H -2.12639 2.56751 0.55486
C 2.30244 -2.27141 -4.00429
H 0.99193 2.65982 0.46926
O -1.27312 0.96707 2.61642
H -0.28664 -2.74358 -3.63062
H 1.17650 0.71476 3.56768
H 2.68891 2.18976 0.66349
C -2.60465 1.31055 2.26217
C -2.02531 0.75789 -1.34163
H -0.44906 1.44635 -2.65371
H 3.53554 -2.52511 -1.66471
C 0.41932 -2.78520 -0.29001
H -3.77323 1.89493 0.54089
H -0.53982 2.87512 2.21195
H 1.75061 2.33349 3.06458
C -0.62465 1.34290 -1.57444
C 1.68256 -2.55048 -2.76859
H -1.23969 -3.19653 1.00685
C 2.45868 -2.59781 -1.59925

Forces on atoms 1 to 3 (eV/Å):
0.0 -0.1 0.0
0.1 0.4 0.3
0.3 -0.6 -0.5

Results of the Löwdin charge analysis, in e, for atoms 1 through 8: 0.128 0.108 1.078 0.119 -0.214 0.040 -0.151 0.149

Which of these has the highest maximum force?
C16H22AsBF4O8PS2Tl

Which of these has the lowest HOMO energy?
C16H22AuNO4